Entry 1:
The following is a DFT calculation (wB97M-V/def2-TZVPD) of C52H63BBiGe2N7OP as an isolated structure.

Element x y z (Å)
C  -3.6177  1.2695  -1.4578
N  1.0792  -1.0202  4.2959
H  -0.2032  -1.3219  -4.9225
N  0.4412  -3.3060  0.3415
H  -5.0490  1.0303  -3.0365
H  5.6489  -1.7306  -4.3372
H  -3.7819  -3.5867  -4.3473
H  -0.4478  -6.4594  0.2800
C  -1.8535  2.9632  -3.9572
N  0.1014  -3.5660  1.6549
C  -2.3199  2.4899  3.4292
C  0.6640  -4.0882  -2.8803
C  -2.3134  4.2236  -0.4525
C  -2.8091  2.3740  2.1153
C  -2.9900  -2.9664  -3.9491
C  -0.4979  0.9800  -5.9290
C  4.6814  -1.4278  -3.9603
H  2.0423  2.7014  -4.9965
C  0.2916  -4.4664  -0.3426
C  -0.9026  -1.1359  5.3432
H  -6.3844  -0.6499  -1.8138
H  -3.6631  -0.4104  1.4833
C  4.3182  -1.7236  -2.6547
C  -3.9687  -0.0923  0.4906
H  1.2623  -3.7661  3.5522
H  1.2031  3.9761  -4.0853
H  1.3031  4.5394  -1.7669
H  -2.8020  2.9942  5.4581
H  -1.7923  -2.4297  3.7640
C  0.2795  4.4416  -1.4278
C  -5.4947  -0.2313  -1.3622
C  -5.1011  -0.6359  -0.0915
C  2.5743  -0.3239  -4.2861
H  2.4864  1.2466  -0.6019
P  -1.8219  1.6613  0.7215
C  -0.9836  -1.8470  4.1787
C  3.8078  -0.7221  -4.7763
C  4.2665  -1.4239  2.2701
C  -1.9614  -1.8560  -2.0868
C  2.1900  -0.6303  -2.9819
H  -0.6782  0.4521  7.6095
H  -5.9619  3.5304  2.6441
H  1.5312  -0.7624  7.1335
C  -0.1389  3.2776  -0.7973
H  2.8223  -1.5406  -1.1380
C  -1.0018  -1.6650  -4.2753
H  2.9720  1.1952  6.8311
H  3.0267  2.6241  0.3591
C  3.4566  -0.5850  1.5081
H  0.5710  2.4759  -0.6351
N  2.2255  -2.2670  2.2022
O  0.0675  3.2912  2.2400
C  2.4554  -4.9791  -1.3335
N  0.1732  2.5778  3.4357
H  4.2744  1.2791  1.8548
C  -4.7448  0.7112  -2.0473
Bi  0.2177  -0.9258  0.4185
C  -0.9543  -1.3438  -2.9133
B  0.9414  -2.9028  2.7899
H  2.0548  2.6763  -3.2259
H  -1.8815  3.5186  -3.0260
C  -0.9507  2.2231  3.8995
C  0.9459  -4.8960  -1.6284
H  -1.8177  3.6710  -4.7906
C  1.1632  0.0542  6.5002
C  -0.2298  -5.4343  0.5254
H  5.8389  0.0415  0.3610
C  1.4572  2.9168  -4.1031
H  -1.9889  -1.6266  -1.0302
C  -2.9512  -2.6819  -2.5907
C  2.3788  0.8321  5.9917
C  -3.1730  2.9393  4.4416
N  0.2275  -1.7750  3.5558
H  0.0763  1.8948  6.8884
H  0.5903  -5.9112  -1.8131
C  5.0240  0.6462  -0.0351
C  2.7287  1.5765  0.4135
H  2.0507  1.6843  5.3953
H  -2.5981  6.1996  -1.2256
C  -2.0089  -2.4569  -4.7922
H  -5.0920  3.7235  4.9619
H  0.2954  0.2998  -6.2289
C  3.4516  -2.4580  2.6855
H  -0.2811  6.4104  -2.0657
H  -4.5705  2.5795  0.8920
H  -5.6919  -1.3636  0.4504
H  4.0885  -0.4804  -5.7929
H  2.6552  -5.6863  -0.5284
H  3.6714  -3.3003  3.3191
C  0.4337  -0.6392  5.3807
C  -4.1392  2.7299  1.8723
H  1.9037  0.2303  -4.9306
N  2.2216  -1.1237  1.4558
C  -4.9455  3.2390  2.8738
H  5.3061  -1.2692  2.5017
C  -1.4306  3.1594  -0.2857
H  0.7751  3.9445  2.2944
H  -0.5384  1.8039  -6.6472
H  -2.7485  2.3533  -4.0640
C  -1.9043  5.3773  -1.1076
H  4.9997  -2.2675  -2.0129
H  4.6815  0.2002  -0.9648
H  5.4125  1.6407  -0.2558
H  -0.3869  -4.1613  -3.1559
Ge  -0.2297  1.8808  -4.1892
C  3.8800  0.7550  0.9796
H  -3.3162  4.1757  -0.0543
C  3.0884  -1.3125  -2.1659
H  -1.6747  -0.9976  6.0816
H  -1.4501  0.4541  -5.9483
Ge  0.4318  -0.1215  -2.2058
H  -0.6167  -5.2367  2.7088
C  -3.2367  0.8955  -0.1730
C  0.2703  0.9367  7.3756
H  -3.6973  -3.0934  -1.9260
C  -4.4625  3.3471  4.1672
C  -0.3150  -4.8358  1.7550
H  -3.0493  2.0266  -1.9803
C  -0.6063  5.4978  -1.5838
H  1.8445  1.5038  1.0525
H  3.0013  0.1968  5.3642
H  0.7790  1.1554  8.3134
H  0.9217  -3.0468  -2.7414
H  -2.0260  -2.6883  -5.8492
H  -0.8766  1.7506  4.8681
H  1.2647  -4.4737  -3.7050
H  2.9904  -5.3150  -2.2225
H  2.8451  -4.0053  -1.0418

Cartesian forces, eV/Å:
0.084 0.035 0.123
0.281 0.031 0.243
-0.112 -0.080 0.000
0.260 -0.396 -0.396
-0.004 -0.014 -0.004
-0.004 -0.019 0.004
0.010 -0.008 -0.013
0.008 0.000 -0.011
0.273 -0.403 0.219
-0.264 0.051 -0.158
-0.178 0.296 -0.220
-0.060 -0.170 0.093
0.052 0.039 0.000
0.257 -0.216 0.337
-0.025 0.022 0.034
0.137 -0.098 0.407
-0.008 0.016 0.058
-0.017 -0.081 0.000
-0.082 -0.213 0.402
0.016 0.201 0.094
-0.009 0.013 0.014
-0.100 0.045 0.029
0.070 -0.161 -0.094
0.140 -0.053 0.033
0.150 -0.108 -0.052
-0.121 -0.042 0.031
-0.024 -0.010 0.019
0.046 -0.002 -0.021
0.000 -0.007 0.015
0.003 0.052 0.003
0.007 0.001 -0.025
-0.005 -0.103 -0.015
-0.149 0.037 -0.066
0.004 0.005 -0.018
-0.444 0.556 -0.193
0.065 -0.112 0.028
-0.041 -0.007 -0.032
-0.042 0.031 -0.199
0.054 0.134 0.013
-0.242 0.538 0.061
0.004 0.051 0.053
-0.003 -0.009 0.001
-0.014 0.029 0.008
-0.050 0.011 0.068
0.103 -0.027 0.039
0.322 0.047 -0.042
-0.009 0.021 -0.006
-0.141 0.021 -0.042
0.231 -0.082 0.209
0.025 0.005 0.034
0.145 -0.282 -0.171
-0.317 0.077 -0.360
-0.098 -0.137 -0.134
0.262 0.195 0.286
-0.087 -0.007 0.033
0.026 -0.021 -0.070
-0.252 -0.092 1.278
-0.179 0.589 -0.060
0.002 0.256 0.536
0.013 0.018 -0.021
0.030 0.042 0.027
0.040 -0.219 -0.040
0.228 0.277 -0.161
0.093 -0.022 -0.040
0.097 0.086 0.071
-0.120 0.059 -0.066
0.046 0.024 -0.039
-0.164 -0.359 0.061
-0.156 0.073 0.129
0.021 -0.043 0.024
-0.134 -0.131 0.037
0.070 0.038 -0.052
-0.318 0.220 -0.405
-0.090 0.004 -0.024
-0.032 -0.001 0.088
0.009 0.067 0.210
0.154 -0.183 0.075
0.024 0.047 -0.047
-0.011 -0.013 0.007
0.040 -0.037 -0.050
-0.018 -0.004 -0.008
-0.022 0.073 -0.041
0.036 0.172 -0.086
-0.030 0.025 0.022
0.003 0.073 0.003
0.038 -0.022 -0.009
0.001 -0.002 -0.001
0.020 0.040 0.025
-0.114 0.003 0.056
-0.190 -0.201 -0.213
0.059 -0.057 0.048
0.130 -0.041 -0.031
-0.056 0.180 -0.068
-0.103 0.070 -0.024
-0.010 -0.009 0.045
0.180 -0.258 0.067
0.128 -0.146 -0.011
0.029 0.095 0.064
0.039 -0.011 -0.061
-0.087 0.076 0.010
-0.014 0.007 0.016
0.014 0.015 -0.015
0.031 -0.010 -0.002
-0.030 0.081 -0.036
-0.222 0.867 -0.721
-0.085 0.009 -0.256
-0.033 -0.009 0.019
-0.270 -0.048 0.116
-0.037 -0.021 -0.051
0.001 0.062 0.022
0.330 -1.207 -0.997
0.133 -0.012 0.047
0.344 -0.180 -0.173
0.079 -0.103 -0.151
-0.040 0.004 0.030
-0.063 -0.067 0.026
-0.118 0.069 -0.038
-0.109 -0.037 0.070
0.080 -0.075 -0.023
-0.094 0.212 0.064
0.064 0.031 0.013
-0.028 0.018 0.030
0.125 0.180 -0.027
0.011 -0.026 0.003
0.088 -0.301 0.046
-0.025 0.004 -0.013
0.005 0.003 0.007
0.037 0.082 0.014

Calculated values
- HOMO-LUMO gap (spin up / spin down): 6.11 / 4.01 eV
- Net charge: +2
- Spin multiplicity: 2

Atom charges from the Löwdin analysis, given in e for atoms 1 to 2: -0.10 0.13


Entry 2:
The following is a DFT calculation (wB97M-V/def2-TZVPD) of one molecule with the formula C3H8N2O2.

Element x y z (Å)
C  1.6279  -0.5892  0.4208
H  -1.4161  2.0345  -1.0098
O  -1.4085  1.8218  -0.0633
O  2.4042  0.2596  -0.5713
H  0.6975  1.2959  -0.0560
N  -0.7321  -1.4648  -0.0653
H  1.9043  -0.1889  1.3795
H  -2.4853  0.0010  -0.2244
H  2.0834  -1.6597  0.2326
H  -2.8745  -1.8448  -0.0556
N  -2.1386  -1.0804  -0.2880
H  2.3556  -0.3019  -1.4639
C  0.0864  -0.5016  0.1029
C  -0.1626  0.9624  0.2795
H  0.0582  1.2560  1.3824

Cartesian forces, eV/Å:
1.044 -2.372 -3.456
0.346 -0.230 0.260
2.078 -2.064 0.164
-1.191 -2.853 -1.683
3.461 2.950 -2.812
-2.110 0.953 -0.116
-0.146 0.013 0.399
1.593 -3.569 0.276
-1.337 1.882 0.975
2.421 1.966 -0.415
-0.452 0.760 0.384
0.203 1.968 2.890
-0.348 0.312 0.957
-4.438 1.152 3.481
-1.126 -0.869 -1.305

Calculated values
- HOMO-LUMO gap: 9.36 eV
- Net charge: 0
- SMILES: NN=C(CO)CO
- Energy relative to the best compared isomer or geometry (same formula, charge and spin): 120.0 kcal/mol
- Spin multiplicity: 1

Atom charges from the natural (NBO) analysis, given in e for atoms 1 to 2: -0.11 0.47


Entry 3:
The following is a DFT calculation (wB97M-V/def2-TZVPD) of one molecule with the formula C4H10N2O2S.

Element x y z (Å)
H  -1.9919  -1.6475  0.2912
O  4.1322  0.8389  -0.9769
C  1.2181  1.1225  0.4997
H  2.1972  -0.3617  1.5579
H  -0.3776  0.4429  1.6451
H  1.4334  1.9344  1.2072
S  4.0417  0.1069  0.2543
H  1.3334  1.5069  -0.5134
H  0.1011  0.6988  -2.0096
H  -3.0563  -0.3905  -0.3324
N  -0.2197  0.8055  0.7140
H  -2.4032  -0.2571  1.3006
C  -2.1807  -0.5730  0.2847
H  -1.4337  -0.2601  -2.2504
C  -0.7466  0.2076  -1.5701
O  4.1241  -1.5037  -0.0665
N  2.2487  0.0541  0.6377
C  -0.9797  0.1580  -0.2615
H  3.6299  -1.7662  -0.8478

Cartesian forces, eV/Å:
-0.003 -0.003 0.077
0.048 0.432 -0.531
0.209 0.968 -0.170
0.056 -0.165 0.184
-0.093 0.078 -0.079
-0.079 -0.063 -0.181
-2.581 -1.087 0.302
-0.084 0.135 0.171
0.226 0.109 -0.029
-0.042 -0.002 -0.016
1.998 -0.597 0.148
-0.097 0.035 0.100
0.145 -0.017 -0.065
-0.173 -0.123 -0.098
0.084 0.003 0.004
0.663 0.815 0.839
0.427 -0.640 -0.127
-0.232 -0.078 -0.164
-0.473 0.200 -0.365

Calculated values
- HOMO-LUMO gap: 8.98 eV
- Net charge: 0
- Energy relative to the best compared isomer or geometry (same formula, charge and spin): 23.2 kcal/mol
- Spin multiplicity: 1

Atom charges from the natural (NBO) analysis, given in e for atoms 1 to 2: 0.22 -0.93


Entry 4:
The following is a DFT calculation (wB97M-V/def2-TZVPD) of a 2-piece molecular cluster, C4H13N2 overall.

Element x y z (Å)
C  0.3474  -0.7325  0.1049
H  -1.1664  3.1359  0.7451
H  -0.6953  1.4632  0.4558
H  -1.4200  -1.4098  -0.8993
N  0.2315  -1.7053  -2.1279
N  -0.4548  2.4622  0.4930
C  -0.3246  -0.5740  1.4678
H  1.3760  -1.0750  0.2435
C  -0.3762  -1.7222  -0.7982
H  -1.3693  -0.2472  1.3698
H  -0.2800  -2.3339  -2.7412
H  0.9941  3.8798  0.2709
H  1.4544  2.0775  -0.0640
C  0.7280  2.8311  0.2152
H  0.3834  0.1927  -0.4789
H  1.1484  -2.1287  -2.0626
H  0.1807  0.1241  2.1394
H  -0.3920  -2.7099  -0.3230
H  -0.3652  -1.5281  1.9897

Cartesian forces, eV/Å:
-0.089 -0.342 0.118
-0.188 0.017 0.092
-0.063 0.269 0.083
0.004 -0.024 -0.007
-0.094 -0.343 0.102
0.286 -0.199 -0.202
-0.202 0.082 -0.039
0.051 0.168 -0.030
-0.206 0.077 -0.019
0.010 -0.064 -0.010
-0.072 0.202 -0.029
0.000 0.003 -0.042
0.048 0.012 -0.009
-0.076 0.011 0.081
0.162 0.132 -0.011
0.248 0.066 -0.052
0.123 -0.024 -0.053
0.044 -0.005 0.029
0.014 -0.037 -0.002

Calculated values
- HOMO-LUMO gap: 7.01 eV
- Net charge: +1
- Energy relative to the best compared isomer or geometry (same formula, charge and spin): 47.9 kcal/mol
- Spin multiplicity: 1

Atom charges from the natural (NBO) analysis, given in e for atoms 1 to 2: -0.41 0.45


Entry 5:
The following is a DFT calculation (wB97M-V/def2-TZVPD) of one molecule with the formula C3H6N2OS2.

Element x y z (Å)
C  -1.2043  0.1651  0.4577
H  -0.9736  1.2554  0.4524
H  -0.5093  -2.2649  -2.5139
H  -1.7615  -2.6833  -1.2841
H  -2.1840  -0.0506  0.8439
O  0.9674  -0.8672  3.0492
H  1.1347  0.0349  -0.3612
S  -1.2887  -0.2954  -1.3262
S  0.5173  -2.4370  -0.4213
C  -0.9155  -2.0228  -1.5534
H  1.8980  -0.8983  0.8261
C  1.0029  -0.8483  0.2923
N  -0.1853  -0.6955  2.5201
N  -0.1399  -0.5118  1.1409

Cartesian forces, eV/Å:
0.111 -0.263 -0.422
-0.520 -0.587 -0.248
-0.334 0.459 -0.779
0.551 0.316 -0.178
-0.128 0.072 0.763
-3.953 0.095 -2.122
-0.047 -0.885 -0.304
-0.476 1.204 -1.206
0.745 -0.566 -0.499
0.418 -0.475 2.407
1.235 -0.741 1.136
-2.014 1.079 -0.430
3.654 0.515 -0.623
0.759 -0.225 2.504

Calculated values
- HOMO-LUMO gap: 9.29 eV
- Net charge: 0
- SMILES: O=NN1CSCSC1
- Energy relative to the best compared isomer or geometry (same formula, charge and spin): 103.2 kcal/mol
- Spin multiplicity: 1

Atom charges from the natural (NBO) analysis, given in e for atoms 1 to 2: -0.33 0.22


Entry 6:
The following is a DFT calculation (wB97M-V/def2-TZVPD) of C7H8BF as an isolated structure.

Element x y z (Å)
H  -3.5379  0.0270  -0.3726
H  -3.0410  -2.3770  0.1185
C  -2.5640  -0.1619  -0.0243
H  -0.6903  -3.0666  0.2194
H  3.0473  1.7271  0.8668
C  -1.5750  0.7674  0.0069
C  0.3080  0.2701  0.0417
B  1.2496  1.3644  -0.0578
C  2.7585  1.2100  -0.0768
H  1.2370  -1.7551  0.0334
F  -1.8217  2.0549  0.0060
H  0.9256  2.4531  -0.1233
H  3.1853  1.8569  -0.7737
C  -0.9091  -1.9970  0.1285
H  3.3880  0.3420  -0.1937
C  -2.2323  -1.5758  0.0843
C  0.2719  -1.1394  0.1166

Cartesian forces, eV/Å:
-1.290 0.799 0.253
1.066 1.472 -0.198
1.251 -3.018 -0.343
-0.136 0.405 -0.199
0.090 -0.381 -0.148
3.667 -1.117 0.337
-5.767 -0.910 0.167
0.893 -0.284 -0.248
1.319 -0.071 1.407
-1.297 1.290 0.306
0.002 0.102 -0.232
-0.839 1.361 -0.006
0.542 1.502 -1.451
4.795 1.308 0.539
-0.455 -0.895 0.350
-3.174 1.438 -0.066
-0.668 -3.002 -0.467

Calculated values
- HOMO-LUMO gap (spin up / spin down): 7.05 / 6.84 eV
- Net charge: 0
- Energy relative to the best compared isomer or geometry (same formula, charge and spin): 0.0 kcal/mol
- Spin multiplicity: 3

Atom charges from the natural (NBO) analysis, given in e for atoms 1 to 2: 0.23 0.22